[1]
This record from the Open Molecules 2025 dataset describes a molecular structure, C29H30Br48N2O2 at a distorted geometry. The level of theory is ωB97M-V/def2-TZVPD.

Atoms and positions in Å:
C: -2.297036 -2.289832 3.989465
C: -1.025670 -3.147052 3.640483
C: 0.177087 -2.393218 4.197674
C: 0.717140 -1.385306 3.475459
C: 1.827816 -0.645490 4.020238
C: 2.482011 0.530376 3.285943
C: 1.526407 1.210483 2.280747
O: 0.282065 1.526956 2.965052
C: 0.047607 2.859021 3.091584
O: -0.066674 3.633802 2.127093
C: 2.335092 -0.976612 5.230832
C: 1.794569 -2.041951 6.023024
N: 2.361980 -2.284451 7.216260
C: 1.724905 -3.251556 7.845703
C: 0.617936 -3.988094 7.377986
N: 0.070874 -3.764891 6.141609
C: 0.697477 -2.749978 5.495412
H: -2.379193 -1.488906 3.239453
H: -2.091208 -1.790345 4.947189
H: -3.211371 -2.890957 4.037174
H: -0.960547 -3.272171 2.551374
H: -1.136898 -4.138564 4.092751
H: 0.329139 -1.089817 2.499301
H: 2.671786 1.293054 4.063296
H: 3.452547 0.273328 2.840878
H: 1.994109 2.162426 2.016188
H: 1.373291 0.612228 1.380907
H: -0.116182 3.240474 4.107314
H: 3.188359 -0.427939 5.638708
H: 2.093773 -3.511708 8.845222
H: 0.196867 -4.762541 8.014460
C: 0.162059 -7.679511 5.069223
Br: -1.250593 -7.465402 3.770962
Br: 0.244695 -6.167671 6.283335
Br: 0.023398 -9.374305 5.999097
H: 1.095020 -7.697748 4.521488
C: 3.207928 5.510902 3.741872
Br: 2.974892 7.384090 3.361908
Br: 3.383449 5.165604 5.631948
Br: 1.764723 4.444169 2.940128
H: 4.141246 5.208200 3.280089
C: -0.574972 0.248002 -1.192229
Br: -1.987548 0.465481 -2.478809
Br: -0.463629 1.751710 0.010190
Br: -0.725373 -1.426001 -0.235706
H: 0.355509 0.213694 -1.746257
C: 2.314703 9.767137 0.217146
Br: 1.907473 10.973426 -1.230225
Br: 2.743749 10.724883 1.837776
Br: 0.909017 8.479038 0.494924
H: 3.200699 9.215273 -0.067467
C: -1.740855 -3.311491 -4.703855
Br: -0.230713 -2.296813 -4.073491
Br: -2.593961 -4.284757 -3.274891
Br: -2.990349 -2.200318 -5.663570
H: -1.362657 -4.043251 -5.404105
C: 0.009181 4.031536 -3.532870
Br: -1.911500 3.964823 -3.356879
Br: 0.855847 4.561923 -1.884614
Br: 0.738310 2.375175 -4.209984
H: 0.233674 4.795355 -4.265008
C: -7.169810 -2.086991 -7.572952
Br: -5.605539 -1.102913 -8.116354
Br: -6.799749 -3.974472 -7.426439
Br: -7.931984 -1.380068 -5.951034
H: -7.910309 -1.966192 -8.352001
C: -7.689332 -7.530903 -5.932330
Br: -9.604301 -7.586688 -5.710819
Br: -6.795334 -7.009444 -4.306295
Br: -7.006398 -9.189883 -6.631515
H: -7.478876 -6.767016 -6.669057
C: 1.558418 -4.888256 -6.738756
Br: 3.017317 -3.837882 -6.042731
Br: 0.722622 -5.929475 -5.346510
Br: 0.275764 -3.796454 -7.682272
H: 1.972624 -5.582280 -7.457603
C: 6.294055 -1.001001 -5.704118
Br: 7.743977 0.061383 -5.007509
Br: 5.491421 -2.101733 -4.340714
Br: 4.968012 0.082515 -6.590953
H: 6.715170 -1.665541 -6.446667
C: 3.981863 3.584467 -8.109134
Br: 2.876049 2.108521 -8.673946
Br: 4.061750 4.969300 -9.447255
Br: 3.427074 4.271585 -6.395495
H: 4.986256 3.200008 -7.987320
C: -9.475391 -9.763640 -10.068882
Br: -8.662341 -11.208419 -9.082974
Br: -8.357206 -8.191653 -10.101635
Br: -9.983272 -10.311584 -11.845871
H: -10.384055 -9.495484 -9.546784
C: 2.997341 -5.694103 10.855553
Br: 1.624823 -6.810760 10.087518
Br: 2.289447 -3.996167 11.437738
Br: 3.948935 -6.593896 12.268620
H: 3.713360 -5.487228 10.070881
C: 7.063311 6.602810 6.405825
Br: 7.764078 5.109190 7.402473
Br: 8.185376 8.161432 6.565326
Br: 6.742782 6.141434 4.563250
H: 6.104032 6.853790 6.840129
C: 2.142262 14.739887 1.389710
Br: 0.312955 14.239676 1.729520
Br: 2.412739 15.248518 -0.450227
Br: 2.747738 16.107586 2.606842
H: 2.749490 13.861997 1.568911
C: -6.307671 4.338060 -2.099045
Br: -5.682602 4.419798 -3.924303
Br: -7.287801 2.714449 -1.753895
Br: -4.873482 4.589375 -0.833672
H: -6.997067 5.160423 -1.964131

Force components x, y, z for each atom (eV/Å):
0.921 -0.017 -0.231
-0.704 0.472 0.516
-0.541 -1.060 -0.665
1.017 0.825 0.326
0.163 0.123 -0.602
-1.269 0.385 0.584
1.420 -0.235 0.322
0.492 1.175 0.600
-1.864 -0.516 -1.699
-1.751 -2.693 0.471
0.237 -0.235 0.538
0.702 1.308 -1.149
-1.058 -0.869 -0.036
0.314 -0.639 1.323
-0.356 2.034 -1.397
1.351 2.341 2.891
-0.864 -0.377 -0.624
-0.238 -0.238 0.210
-0.443 -0.258 -0.118
0.181 0.232 -0.041
0.167 0.062 0.274
0.237 0.244 -0.094
-0.046 -0.295 0.289
0.199 -0.267 -0.273
-0.377 -0.024 -0.154
-0.125 -0.429 -0.501
-0.297 0.092 0.382
-0.325 -0.685 -0.037
-0.290 -0.189 -0.018
-0.117 0.162 -0.444
-0.069 0.510 0.131
0.013 -0.202 0.420
0.071 0.003 0.111
0.007 -3.824 -1.788
-0.013 0.066 -0.104
-0.052 -0.011 0.021
0.404 -0.318 -0.292
0.033 -0.151 0.127
-0.199 -0.036 -0.040
3.532 3.341 1.371
0.032 0.107 0.141
-0.021 0.143 -0.122
-0.156 -0.152 0.246
-0.590 -0.196 -0.704
-0.002 0.080 -0.015
-0.050 -0.030 0.006
-0.037 -0.075 -0.108
0.015 -0.032 0.142
-0.053 -0.025 -0.034
0.021 0.161 -0.096
-0.029 0.033 0.041
-0.098 0.084 0.071
0.088 -0.178 -0.115
0.055 0.089 -0.073
0.037 -0.080 0.065
-0.016 0.038 0.034
-0.091 0.000 0.014
0.193 0.170 -0.042
0.036 0.116 -0.141
-0.012 0.080 0.063
0.004 -0.052 0.013
-0.068 0.035 0.042
-0.066 -0.038 0.030
0.046 0.087 0.010
0.094 -0.066 -0.093
0.046 -0.019 0.025
0.067 0.004 0.002
0.113 -0.015 -0.019
-0.071 -0.026 -0.102
0.019 0.175 0.216
-0.048 -0.036 0.024
0.066 0.043 0.003
-0.142 -0.061 -0.063
0.029 0.015 -0.083
0.077 -0.058 0.032
-0.038 0.015 0.044
0.008 0.057 -0.031
-0.120 -0.061 -0.025
0.106 0.084 0.007
0.056 -0.059 0.042
-0.030 0.020 0.040
0.042 0.036 0.021
0.011 0.102 0.034
-0.037 -0.095 0.090
0.047 -0.051 -0.127
-0.051 0.005 0.004
-0.011 -0.006 0.057
-0.117 0.001 -0.228
-0.067 -0.094 -0.044
0.063 0.038 0.107
0.052 -0.007 -0.013
0.020 -0.021 -0.024
0.077 0.090 0.041
0.043 -0.151 0.189
-0.095 0.062 -0.085
-0.032 -0.006 0.038
-0.082 0.002 0.065
-0.035 0.095 -0.087
-0.057 -0.123 -0.031
0.233 0.072 -0.018
0.028 -0.025 -0.044
0.007 -0.055 0.000
0.112 0.040 -0.033
-0.029 -0.016 0.120
-0.052 -0.070 -0.090
-0.038 0.029 -0.030
-0.007 0.026 0.046
0.004 -0.042 0.159
0.097 0.084 -0.037
-0.085 -0.065 -0.146
0.032 -0.039 -0.020

## Properties
* E: -124935.39940 Eh
* strongest force on any atom: 0.0982 hartree/bohr
* HOMO: -8.696 eV
* frontier orbital gap: 8.2 eV
* net charge: 0
* spin multiplicity: 1

***

[2]
This record from the Open Molecules 2025 dataset describes a gas-phase ion, C4H4N3O (charge +1) at a distorted geometry. The level of theory is ωB97M-V/def2-TZVPD.

Atoms and positions in Å:
C: 1.954946 -1.107762 -1.703516
C: -0.735414 -0.185833 0.328713
C: 0.453617 0.875477 -1.534399
C: 1.707087 0.143644 -1.175405
N: 2.114378 -2.158976 -2.150268
N: -0.680857 0.590682 -0.773691
N: 0.283663 -0.732876 0.818113
O: 0.439990 1.651564 -2.438792
H: -1.738293 -0.286735 0.765860
H: 2.487923 0.664215 -0.626516
H: -1.521750 1.065479 -1.099947
H: 0.337161 -1.358376 1.608563

Force components x, y, z for each atom (eV/Å):
0.084 -0.121 -0.261
-0.850 -0.696 1.271
-1.320 0.032 0.566
-0.690 -0.426 1.697
0.099 -0.277 -0.155
0.149 0.679 -1.017
1.820 0.818 -1.828
0.615 -0.030 -0.263
0.191 0.015 -0.135
0.053 0.070 -0.072
0.212 -0.111 0.103
-0.364 0.046 0.093

## Properties
* relative energy (zero: lowest compared OMol25 entry of this formula, charge and spin): 227.7 kJ/mol
* E: -393.94258 Eh
* strongest force on any atom: 0.0526 hartree/bohr
* HOMO (alpha / beta): -15.730 / -15.735 eV
* frontier orbital gap (alpha / beta): 7.2 / 7.2 eV
* net charge: +1
* spin multiplicity: 1

***

[3]
This record from the Open Molecules 2025 dataset describes 3 unconnected molecules or ions with the total composition C12H25BBrN3O5S2 at a distorted geometry. The level of theory is ωB97M-V/def2-TZVPD.

Atoms and positions in Å:
C: 1.504036 -0.917799 1.506117
C: 0.944281 -0.403719 0.063802
N: 0.352862 0.955589 0.113119
C: 1.306597 2.008058 0.542444
C: 2.683749 2.059770 -0.326624
C: -0.412936 1.302089 -1.073781
S: -0.217072 2.707134 -1.996034
S: -1.788073 0.164132 -1.670486
C: -3.419817 1.007676 -1.252458
C: -4.501137 -0.200069 -1.150775
C: -5.952991 0.477320 -1.321894
B: -6.189966 1.702969 -0.283275
C: -5.636390 1.734868 1.265807
C: -6.647590 1.084574 2.314823
O: -7.662290 1.656616 2.757613
Br: -6.173205 -0.763761 2.955881
H: 0.778363 -0.573878 2.335354
H: 2.533763 -0.484589 1.728500
H: 1.501089 -2.061478 1.542552
H: 0.176277 -1.211575 -0.244440
H: 1.821045 -0.526660 -0.663466
H: 0.833000 3.059640 0.586582
H: 1.655161 1.809539 1.627920
H: 3.534177 1.465269 0.147389
H: 2.965010 3.121068 -0.629375
H: 2.432804 1.510614 -1.314417
H: -3.235328 1.519101 -0.237560
H: -3.663629 1.749067 -2.085259
H: -4.345194 -0.762213 -0.172246
H: -4.327231 -0.920315 -2.038876
H: -6.727361 -0.368879 -1.228844
H: -5.961806 0.947382 -2.379506
H: -6.805541 2.634697 -0.680415
H: -5.531097 2.841425 1.543149
H: -4.634998 1.191567 1.385510
C: 2.860336 -3.803807 -1.889806
N: 3.141048 -3.588553 -0.446359
O: 2.513923 -4.261455 0.353348
O: 3.982818 -2.749689 -0.167559
H: 2.096215 -4.572551 -1.987582
H: 2.510724 -2.857394 -2.301122
H: 3.789694 -4.120874 -2.361343
C: 6.505384 -0.948181 1.359503
N: 7.284484 0.051590 0.583778
O: 8.481506 -0.145894 0.456646
O: 6.665501 0.999869 0.129564
H: 7.179670 -1.731279 1.700868
H: 6.056653 -0.429907 2.206127
H: 5.743483 -1.357110 0.697103

Force components x, y, z for each atom (eV/Å):
-0.915 0.592 0.015
0.446 -2.575 1.141
-0.473 0.483 -2.548
1.989 1.186 1.133
-1.113 -0.775 -1.110
0.072 1.046 0.089
-0.260 -1.612 1.522
0.584 0.237 0.911
0.457 -0.418 0.491
0.360 0.942 -0.773
1.025 -0.157 -0.061
0.011 -1.456 0.211
0.205 -0.288 0.770
-2.869 2.906 0.675
4.301 -2.655 -1.845
-0.226 1.032 -0.497
1.121 -0.457 -1.293
-1.319 -0.742 -0.294
0.290 1.661 -0.204
0.861 1.769 0.353
-1.196 0.615 0.740
0.431 -1.997 -0.406
-0.954 -0.031 -1.654
-1.089 1.102 -0.459
-0.227 -1.474 0.703
0.592 1.013 1.421
-0.552 -0.614 -1.700
0.254 -0.960 1.262
-0.336 0.758 -1.290
-0.202 1.055 1.512
0.814 1.445 -0.226
-0.326 -1.037 1.525
-0.049 0.185 0.133
-0.164 -1.612 -0.079
-1.481 0.798 -0.166
-0.184 -0.162 -0.251
-0.104 -0.149 0.278
0.397 0.445 -0.242
-0.352 -0.327 -0.006
0.115 0.115 0.132
0.170 -0.052 0.033
-0.060 0.177 0.047
-0.032 -0.297 0.139
0.259 0.142 -0.106
-0.532 0.230 -0.044
0.333 -0.392 0.169
-0.021 0.178 -0.099
-0.047 -0.007 -0.174
-0.003 0.139 0.124

## Properties
* SMILES string: CCN(CC)C(=S)SCCCBCC(=O)Br.C[N+](=O)[O-].C[N+](=O)[O-]
* E: -4407.63016 Eh
* strongest force on any atom: 0.1046 hartree/bohr
* HOMO: -8.298 eV
* frontier orbital gap: 7.8 eV
* net charge: 0
* spin multiplicity: 1

***

[4]
This record from the Open Molecules 2025 dataset describes 2 unconnected molecules or ions with the total composition C9H10ClNO at a distorted geometry. The level of theory is ωB97M-V/def2-TZVPD.

Atoms and positions in Å:
C: -1.179524 -2.265418 0.458507
C: -0.862439 -1.868089 -0.863764
C: -1.152962 -1.436496 1.518283
C: -0.343560 -0.596806 -1.003550
C: -0.767693 -0.148034 1.303709
C: -0.301046 0.322389 0.022227
C: 2.620818 -1.196297 0.016020
C: 0.186834 3.887095 0.712060
C: -0.025703 1.740450 -0.243684
N: 3.489485 -0.647202 -0.697793
O: -0.178822 2.609559 0.724258
Cl: 1.984528 -2.757278 -0.102434
H: -1.606849 -3.204553 0.435265
H: -0.955176 -2.414279 -1.756305
H: -1.401376 -1.736621 2.480100
H: -0.002868 -0.231364 -1.939944
H: -0.642319 0.575150 2.061297
H: 0.512900 4.355648 -0.126428
H: 2.236504 -0.698462 0.890622
H: -0.234356 4.573061 1.381139
H: 0.332015 1.746294 -1.247597
H: 3.633014 -1.365510 -1.436390

Force components x, y, z for each atom (eV/Å):
-0.522 -0.575 -3.739
0.632 2.043 2.253
0.622 1.229 -0.331
-0.144 0.148 -0.654
1.609 1.546 -1.626
-1.541 0.649 2.598
0.332 1.475 1.385
-0.255 -0.735 1.007
-0.323 -3.753 0.401
-0.326 -1.301 -1.197
0.086 0.529 -0.108
0.025 -1.369 -0.295
-0.705 -2.100 0.933
-0.212 -1.252 -0.554
-0.550 -0.676 1.554
0.151 0.022 -1.106
-0.344 0.470 1.167
1.189 0.564 -2.839
-0.181 0.208 0.237
-0.793 -0.003 1.519
0.579 2.074 -0.586
0.671 0.810 -0.019

## Properties
* relative energy (zero: lowest compared OMol25 entry of this formula, charge and spin): 507.6 kJ/mol
* E: -938.95248 Eh
* strongest force on any atom: 0.0743 hartree/bohr
* HOMO (alpha / beta): -7.012 / -7.765 eV
* frontier orbital gap (alpha / beta): 7.4 / 7.7 eV
* net charge: 0
* spin multiplicity: 1